# 1
{"formula": "C6H12", "method": "ωB97M-V/def2-TZVPD", "symbols": ["C", "C", "C", "C", "C", "C", "H", "H", "H", "H", "H", "H", "H", "H", "H", "H", "H", "H"], "xyz": [[0.272, -1.340, -2.346], [-0.951, 1.016, -0.695], [0.141, 1.320, 0.167], [-0.380, 1.513, 1.636], [0.452, 0.352, 1.341], [-0.108, -1.050, 1.359], [1.255, -0.928, -2.098], [0.245, -2.403, -2.094], [0.080, -1.210, -3.413], [-0.505, -0.822, -1.770], [-0.822, 1.609, -1.624], [0.971, 1.983, -0.090], [-1.447, 1.364, 1.764], [0.040, 2.380, 2.135], [1.497, 0.436, 1.631], [-0.096, -1.443, 2.382], [0.490, -1.718, 0.729], [-1.134, -1.059, 0.987]], "forces_ev_per_a": [[0.0, 0.0, 0.0], [0.3, 0.2, 0.2], [-0.1, 0.1, -0.5], [-0.1, 0.0, 0.3], [0.0, 0.0, 0.2], [0.0, 0.0, 0.0], [-0.1, -0.1, 0.0], [0.0, 0.1, -0.1], [0.0, 0.0, 0.1], [0.1, -0.1, -0.1], [0.0, -0.1, 0.1], [-0.2, -0.1, 0.0], [0.2, 0.0, 0.0], [0.0, -0.1, -0.1], [-0.2, 0.0, -0.1], [0.0, 0.1, -0.1], [-0.1, 0.1, 0.1], [0.1, 0.0, 0.1]], "mulliken_charge": [-0.87, -1.17, 0.21, -0.78, 0.37, -1.36, 0.24, 0.27, 0.32, 0.09, 0.27, 0.44, 0.31, 0.28, 0.36, 0.37, 0.27, 0.37], "orbital_gap_ev": 8.53, "e_lumo_ev": 0.27, "largest_force_ev_per_a": 0.507, "de_lowest_kcal_mol": 108.2}

---

# 2
{"formula": "C2H5FSi", "method": "ωB97M-V/def2-TZVPD", "symbols": ["C", "C", "F", "Si", "H", "H", "H", "H", "H"], "xyz": [[-0.913, 0.802, 0.304], [-1.278, -0.240, -0.350], [-0.883, -1.469, 0.071], [2.812, -0.624, 0.094], [-1.158, 1.854, -0.101], [-0.045, 0.802, 0.989], [-2.073, -0.251, -1.113], [1.442, -1.410, 0.567], [2.097, 0.535, -0.460]], "forces_ev_per_a": [[2.0, 4.4, 0.1], [-1.8, -2.0, -0.5], [-0.3, 0.1, -0.6], [-0.6, -1.5, 0.8], [0.0, -2.0, 0.8], [-1.0, -0.3, -0.1], [0.7, -0.3, 0.3], [1.4, 0.9, -0.5], [-0.5, 0.5, -0.2]], "mulliken_charge": [-0.51, 0.03, -0.23, 0.15, 0.20, 0.22, 0.29, -0.07, -0.07], "orbital_gap_ev": 7.64, "e_lumo_ev": -1.07, "largest_force_ev_per_a": 4.832, "de_lowest_kcal_mol": 102.7}

---

# 3
{"formula": "C44H43CsFGeN7O4SSi", "method": "ωB97M-V/def2-TZVPD", "symbols": ["Cs", "C", "Si", "C", "C", "N", "C", "C", "C", "C", "C", "C", "F", "H", "H", "H", "H", "H", "H", "H", "H", "H", "H", "H", "H", "H", "O", "C", "O", "C", "C", "C", "C", "C", "C", "N", "C", "C", "C", "C", "C", "C", "N", "H", "H", "H", "H", "H", "H", "H", "H", "H", "H", "N", "C", "C", "C", "C", "C", "C", "S", "O", "O", "N", "C", "N", "C", "C", "C", "N", "H", "H", "H", "H", "H", "H", "H", "H", "H", "Ge", "C", "C", "C", "C", "C", "C", "C", "C", "C", "C", "C", "C", "H", "H", "H", "H", "H", "H", "H", "H", "H", "H", "H"], "xyz": [[-0.556, 1.400, 0.522], [-4.730, -0.826, 1.580], [-3.294, -2.015, 1.815], [-3.901, -3.646, 2.518], [-2.066, -1.311, 3.024], [-2.525, -2.194, 0.235], [-3.344, -2.132, -0.913], [-4.513, -2.884, -1.050], [-5.301, -2.814, -2.188], [-4.933, -1.998, -3.248], [-3.777, -1.237, -3.146], [-3.030, -1.311, -1.990], [-1.927, -0.524, -1.900], [-4.906, -0.257, 2.496], [-5.660, -1.333, 1.319], [-4.514, -0.116, 0.777], [-4.437, -3.469, 3.454], [-3.033, -4.267, 2.756], [-4.556, -4.219, 1.862], [-2.502, -1.331, 4.026], [-1.818, -0.271, 2.806], [-1.132, -1.870, 3.061], [-4.789, -3.547, -0.241], [-6.199, -3.413, -2.254], [-5.532, -1.954, -4.147], [-3.445, -0.587, -3.945], [7.272, 3.403, -1.233], [6.444, 4.201, -1.926], [6.880, 5.121, -2.564], [4.971, 3.909, -1.866], [4.192, 4.272, -2.958], [2.826, 4.056, -2.941], [2.223, 3.499, -1.814], [2.992, 3.143, -0.711], [4.361, 3.348, -0.745], [0.828, 3.237, -1.795], [0.052, 4.175, -2.141], [-1.417, 4.006, -2.255], [-2.185, 5.112, -2.597], [-3.556, 4.960, -2.735], [-4.105, 3.708, -2.534], [-3.256, 2.659, -2.193], [-1.944, 2.795, -2.049], [6.881, 2.550, -0.959], [4.675, 4.718, -3.818], [2.223, 4.291, -3.809], [2.520, 2.693, 0.155], [4.961, 3.092, 0.120], [0.435, 5.173, -2.378], [-1.707, 6.071, -2.750], [-4.180, 5.804, -2.998], [-5.166, 3.531, -2.637], [-3.655, 1.663, -2.034], [6.892, 0.722, -0.179], [5.755, 0.547, 0.647], [5.779, 0.969, 1.973], [4.611, 0.981, 2.718], [3.419, 0.579, 2.140], [3.400, 0.111, 0.835], [4.568, 0.084, 0.091], [1.906, 0.785, 3.046], [2.215, 0.591, 4.436], [0.960, -0.153, 2.439], [1.568, 2.263, 2.580], [0.465, 2.914, 3.001], [0.221, 4.091, 2.367], [-0.844, 4.770, 2.753], [-1.720, 4.328, 3.734], [-1.423, 3.088, 4.274], [-0.365, 2.372, 3.921], [7.753, 0.762, 0.352], [6.975, 0.007, -0.890], [6.705, 1.323, 2.411], [4.610, 1.330, 3.742], [2.470, -0.162, 0.349], [4.543, -0.227, -0.946], [-1.013, 5.714, 2.241], [-2.583, 4.898, 4.044], [-2.069, 2.635, 5.021], [-0.727, -2.641, -0.070], [-0.063, -3.766, 1.358], [1.041, -3.337, 2.094], [1.561, -4.131, 3.108], [0.984, -5.360, 3.391], [-0.113, -5.799, 2.660], [-0.631, -5.006, 1.648], [-0.691, -3.523, -1.805], [0.154, -3.066, -2.811], [0.181, -3.687, -4.053], [-0.646, -4.772, -4.302], [-1.498, -5.236, -3.308], [-1.518, -4.615, -2.069], [0.167, -1.376, -0.207], [1.469, -2.361, 1.910], [2.407, -3.779, 3.685], [1.384, -5.977, 4.186], [-0.563, -6.758, 2.882], [-1.489, -5.358, 1.085], [0.792, -2.207, -2.633], [0.843, -3.320, -4.828], [-0.630, -5.255, -5.271], [-2.149, -6.079, -3.502], [-2.200, -4.978, -1.308]], "forces_ev_per_a": [[-0.3, 0.0, -0.4], [0.0, 0.0, 0.0], [0.0, -0.1, 0.0], [0.2, 0.0, 0.1], [-0.1, 0.0, -0.1], [0.0, 0.0, 0.0], [-0.1, 0.0, 0.0], [0.0, 0.0, 0.0], [0.0, 0.0, 0.0], [0.0, 0.0, 0.0], [0.0, 0.0, 0.0], [0.0, 0.1, -0.1], [0.1, 0.0, 0.1], [0.0, 0.0, 0.0], [0.0, 0.0, 0.0], [0.0, 0.0, 0.0], [0.0, 0.0, 0.0], [-0.1, 0.0, 0.0], [0.0, 0.0, 0.0], [0.0, 0.0, 0.0], [0.1, 0.0, 0.1], [0.0, 0.0, 0.0], [0.0, 0.0, 0.0], [0.0, 0.0, 0.0], [0.0, 0.0, 0.0], [0.0, 0.0, 0.0], [0.0, 0.0, 0.0], [-0.1, 0.0, -0.1], [0.0, 0.0, 0.0], [0.0, 0.0, 0.1], [0.0, 0.0, 0.0], [0.0, 0.0, 0.0], [-0.1, 0.0, 0.0], [0.0, -0.2, -0.2], [0.1, 0.1, 0.0], [0.0, 0.1, 0.1], [0.0, -0.1, 0.0], [0.1, 0.1, 0.0], [0.0, 0.0, 0.0], [0.0, 0.0, 0.0], [0.0, -0.1, 0.0], [0.0, 0.0, 0.0], [0.0, 0.0, 0.0], [-0.1, 0.0, 0.1], [0.0, 0.0, 0.0], [0.0, 0.0, 0.0], [0.0, 0.2, 0.1], [-0.1, 0.0, 0.0], [0.0, 0.0, 0.0], [0.0, 0.0, 0.0], [0.0, 0.0, 0.0], [0.0, 0.0, 0.0], [0.0, 0.0, 0.0], [0.0, -0.2, 0.1], [0.1, 0.1, -0.1], [0.0, 0.0, 0.0], [0.1, 0.0, 0.0], [-0.1, -0.1, 0.0], [0.1, 0.1, -0.1], [0.0, 0.0, 0.0], [0.0, -0.1, -0.2], [0.0, 0.1, 0.0], [0.1, -0.2, 0.1], [0.1, 0.2, 0.0], [0.1, 0.0, 0.2], [0.0, 0.0, 0.0], [0.0, 0.0, 0.0], [0.0, 0.0, 0.0], [0.0, -0.1, 0.0], [0.0, 0.0, 0.0], [0.0, 0.0, 0.0], [0.0, 0.1, 0.0], [0.0, 0.0, 0.0], [0.0, 0.0, 0.0], [0.0, -0.2, 0.2], [0.0, 0.0, 0.0], [0.0, 0.0, 0.0], [0.0, 0.0, 0.0], [0.0, 0.0, 0.0], [0.1, 0.1, -0.2], [0.1, 0.1, 0.0], [0.0, -0.1, 0.0], [0.0, 0.0, 0.0], [0.0, 0.0, 0.0], [0.0, 0.0, 0.0], [0.0, 0.0, 0.0], [-0.1, 0.0, 0.1], [0.0, 0.0, 0.0], [0.0, 0.0, 0.0], [0.0, 0.0, 0.0], [0.0, 0.0, 0.0], [0.0, 0.0, 0.0], [-0.1, -0.2, 0.1], [0.0, 0.0, 0.0], [0.0, 0.0, 0.0], [0.0, 0.0, 0.0], [0.0, 0.0, 0.0], [0.0, 0.0, 0.0], [0.0, 0.0, 0.0], [0.0, 0.0, 0.0], [0.0, 0.0, 0.0], [0.0, 0.0, 0.0], [0.0, 0.0, 0.0]], "mulliken_charge": [1.30, -1.06, 0.02, -1.05, -0.46, 1.34, -0.16, -0.21, -0.91, -0.56, -0.49, 0.18, -0.35, 0.42, 0.30, 0.24, 0.41, 0.27, 0.36, 0.50, -0.13, 0.13, 0.29, 0.44, 0.42, 0.56, -0.49, 0.47, -0.58, -0.26, -0.90, -0.13, -0.63, -0.14, -0.82, 0.07, -0.77, 0.75, -0.90, -0.35, -0.90, 0.06, 0.07, 0.47, 0.46, 0.58, 0.77, 1.06, 0.50, 0.40, 0.45, 0.42, 0.35, -0.65, 0.95, -0.69, -0.79, -0.66, -0.58, -0.75, 0.91, -0.81, -0.07, -0.08, -0.49, -0.37, -0.08, -0.69, -0.05, -0.30, 0.23, 0.21, 0.35, 0.51, 0.95, 0.37, 0.44, 0.39, 0.46, 0.73, 0.18, -0.25, -0.56, -0.53, -0.62, -0.32, 0.57, -0.35, -0.66, -0.47, -0.75, 0.00, -0.96, 0.25, 0.46, 0.37, 0.41, 0.33, 0.32, 0.40, 0.39, 0.41, 0.18], "orbital_gap_ev": 7.32, "e_lumo_ev": -0.62, "largest_force_ev_per_a": 0.517, "de_lowest_kcal_mol": 0.0}